Entry 1:
Formula: C33H25BiBrF11N5O4SSb
Source: the Open Molecules 2025 dataset
Level of theory: ωB97M-V with the def2-TZVPD basis set

Geometry as XYZ:
```
82
Properties=species:S:1:pos:R:3:forces:R:3
Bi -0.32072 -0.87290 -0.28629 -0.29 0.01 -0.07
C -2.30261 -2.31993 2.49709 0.01 0.02 0.07
C -1.26790 -1.36699 3.00750 -0.11 -0.03 -0.01
C -1.19376 -1.08965 4.37402 -0.04 -0.06 -0.09
C -0.25884 -0.19714 4.83205 0.10 0.11 0.02
C 0.59792 0.41303 3.91869 -0.10 -0.07 0.04
C 0.48041 0.11541 2.57079 0.11 0.04 0.26
N -0.43563 -0.77437 2.15057 0.28 0.18 -0.17
Sb 2.07353 1.22206 1.52612 0.08 -0.18 0.03
C 1.18559 2.77225 0.33854 -0.07 0.05 -0.06
C 0.93511 3.97885 0.98191 -0.06 -0.01 0.01
C 0.57653 5.07566 0.21776 -0.01 0.02 -0.03
C 0.49643 4.92604 -1.15463 0.00 0.03 0.01
C 0.77435 3.68708 -1.72372 0.01 -0.02 -0.01
C 0.69167 3.49104 -3.20851 0.00 0.06 -0.04
N 1.11950 2.62654 -0.98460 -0.02 0.00 0.02
C 2.91589 0.10523 -0.14159 0.29 0.00 0.04
C 4.27046 0.39833 -0.23215 0.03 -0.05 -0.07
C 5.04484 -0.26187 -1.17888 -0.03 0.05 0.06
C 4.44665 -1.20885 -1.97874 -0.02 -0.02 -0.04
C 3.08107 -1.45392 -1.84213 -0.08 -0.01 -0.09
C 2.40400 -2.47788 -2.70143 0.03 -0.01 -0.02
N 2.34130 -0.78911 -0.95229 0.00 0.13 0.20
H -3.28778 -1.98635 2.82275 -0.04 0.03 -0.03
H -2.13516 -3.31494 2.91159 -0.08 0.07 0.00
H -2.30076 -2.39830 1.41600 -0.02 -0.02 -0.04
H -1.88088 -1.58212 5.04852 -0.01 -0.01 0.00
H -0.18244 0.03053 5.88751 0.00 0.00 0.00
H 1.35568 1.10270 4.26513 0.01 0.00 0.00
H 1.02790 4.06120 2.05709 -0.01 -0.01 0.02
H 0.37134 6.03153 0.68292 0.00 0.00 0.00
H 0.22810 5.75943 -1.79050 0.00 0.00 0.00
H 0.68797 4.44373 -3.73602 0.00 0.02 0.02
H -0.22329 2.95432 -3.46818 0.02 0.04 0.01
H 1.53377 2.89600 -3.56045 -0.02 0.04 0.01
H 4.72619 1.11993 0.43402 0.00 0.00 0.01
H 6.10205 -0.04784 -1.26854 0.01 0.00 0.00
H 5.01667 -1.76798 -2.70904 0.00 0.00 -0.01
H 2.75029 -3.47756 -2.43362 0.00 0.00 0.01
H 2.64084 -2.31111 -3.75370 0.01 -0.02 0.00
H 1.32710 -2.45938 -2.57517 -0.01 0.01 0.00
Br -3.43103 -0.35277 -5.89093 -0.01 0.00 -0.03
C -1.82886 -0.04930 -4.94986 0.07 0.03 0.06
C -0.61515 0.03147 -5.61053 -0.04 -0.01 -0.02
C 0.52153 0.26200 -4.85470 0.00 0.00 0.04
C 0.39744 0.39637 -3.48146 0.01 -0.10 -0.07
N -0.77109 0.30248 -2.84990 0.14 -0.10 0.03
C -1.86707 0.08344 -3.57106 -0.15 -0.01 -0.04
H -0.56566 -0.08425 -6.68461 0.00 0.00 0.00
H 1.49372 0.33993 -5.32182 0.01 0.00 -0.02
H 1.25904 0.59932 -2.85634 -0.01 -0.03 0.00
H -2.80470 0.00503 -3.03374 0.13 -0.05 -0.12
C -2.44729 2.99562 -0.44101 0.04 0.00 0.04
C -2.59021 1.72100 0.39797 -0.01 0.04 0.02
O -1.48600 0.92924 0.30150 -0.17 -0.06 -0.01
C -2.77993 2.12264 1.88590 -0.02 0.01 0.02
F -3.71780 3.06935 2.06427 -0.01 0.00 -0.02
F -3.11352 1.08395 2.67185 0.00 -0.05 -0.02
F -1.63488 2.62126 2.38390 0.12 0.05 -0.06
C -3.85282 0.96675 -0.07055 -0.04 -0.17 0.15
F -3.98721 -0.22714 0.51752 -0.05 0.12 0.02
F -4.98562 1.65386 0.15878 -0.01 0.04 0.00
F -3.79472 0.75178 -1.39823 -0.08 0.05 0.04
H -1.69362 3.63281 0.01824 -0.02 -0.02 -0.02
H -3.37906 3.55270 -0.53582 0.00 -0.02 0.03
H -2.09160 2.69626 -1.42547 -0.03 0.00 -0.01
F 1.62397 -3.77473 5.99981 0.00 0.01 0.00
C 1.35155 -3.73504 4.69443 0.00 -0.01 0.01
C 2.04490 -2.87514 3.86156 -0.03 -0.06 -0.01
F 2.99362 -2.07899 4.36447 0.01 0.01 0.00
C 1.74591 -2.84710 2.51383 0.02 -0.06 -0.01
F 2.45356 -1.99846 1.74828 -0.02 0.02 0.02
C 0.74285 -3.62123 1.93669 0.00 0.03 -0.07
S 0.30142 -3.51836 0.23944 0.08 0.07 0.09
C 0.08634 -4.49160 2.80357 0.07 -0.03 0.10
F -0.88644 -5.28644 2.35210 0.00 -0.03 -0.03
C 0.37483 -4.55415 4.15732 0.03 0.04 -0.07
F -0.29931 -5.38786 4.95187 -0.01 -0.01 0.02
O -2.92020 -3.16388 -2.39345 0.05 0.00 0.04
N -2.05777 -2.53134 -1.85528 -0.04 0.02 -0.06
O -0.87459 -2.46645 -2.26023 -0.01 -0.10 0.01
O -2.32795 -1.82576 -0.79871 -0.04 -0.02 -0.13
```
Positions in Å, forces in eV/Å.

The LUMO energy comes out at -0.056 eV. As for the molecular weight: 1207.3 g/mol. As for the frontier orbital gap: 7.98 eV.



Entry 2:
Formula: C4H2F3I
Source: the Open Molecules 2025 dataset
Level of theory: ωB97M-V with the def2-TZVPD basis set

Geometry as XYZ:
```
10
Properties=species:S:1:pos:R:3:forces:R:3
C -0.67017 -0.26376 -0.09121 2.98 0.67 0.95
C -0.23493 0.71408 0.81353 -1.08 0.55 -0.40
C 0.82100 -0.59467 -0.31927 -0.70 -2.35 -2.87
C 1.05804 0.46110 0.63111 2.94 -0.19 0.61
F 1.33903 -1.80192 0.03963 -0.45 0.22 0.12
F 1.12655 -0.48371 -1.66387 0.34 0.45 0.88
F 2.16382 0.62602 1.33088 -0.26 0.62 -0.14
I -3.50003 0.58662 -1.68735 0.25 0.05 0.04
H -1.49849 -0.75642 -0.39783 -2.49 -1.28 -0.56
H -0.60481 1.51266 1.34437 -1.54 1.26 1.36
```
Positions in Å, forces in eV/Å.

The LUMO energy (spin up / spin down) comes out at -0.910 / -3.179 eV. Its energy above the lowest of the compared OMol25 structures with the same formula, charge and spin is 215.5 kJ/mol. As for the molecular weight: 234.0 g/mol. As for the frontier orbital gap (spin up / spin down): 9.16 / 5.31 eV.



Entry 3:
Formula: C19H19F2N3O6S
Source: the Open Molecules 2025 dataset
Level of theory: ωB97M-V with the def2-TZVPD basis set

Geometry as XYZ:
```
50
Properties=species:S:1:pos:R:3:forces:R:3
O -2.41400 1.71255 -0.67456 0.80 -0.06 -0.97
C -2.37758 1.20806 -1.78217 -0.75 0.86 2.91
N -3.51053 0.68985 -2.33549 1.03 0.16 -0.60
C -3.27298 -0.03357 -3.46485 -2.35 -1.94 -0.67
O -4.15519 -0.73883 -3.92320 0.55 0.27 -0.45
C -1.88898 0.02400 -3.92689 1.44 -0.67 -2.20
C -1.47794 -0.61794 -5.08589 -0.21 1.08 1.94
C -0.11316 -0.71371 -5.63930 0.21 -0.11 -0.26
C 0.17451 -1.80594 -6.48363 0.57 0.33 0.02
C 1.45986 -1.99484 -7.00966 0.25 0.01 0.01
C 2.46610 -1.08750 -6.68845 -1.49 -0.54 0.11
C 2.19670 0.00245 -5.89337 -1.78 -0.50 0.21
C 0.91748 0.21264 -5.37416 0.67 0.18 0.10
O 3.31622 0.74853 -5.71322 1.79 -0.58 -0.74
C 4.37094 -0.01979 -6.32413 -0.51 -0.01 -0.14
F 5.17786 -0.51913 -5.35005 -0.59 0.69 -1.18
F 5.09998 0.75658 -7.16717 -0.83 -1.06 1.27
O 3.77319 -1.11127 -7.04932 1.21 1.41 0.72
S -0.93886 0.94561 -2.75916 0.11 -0.01 -0.35
H -4.34560 0.54435 -1.78618 0.04 0.16 -0.07
H -2.24805 -1.17045 -5.62045 0.00 0.11 0.20
H -0.59788 -2.53292 -6.72043 0.09 0.17 0.05
H 1.68909 -2.84369 -7.64645 -0.09 0.09 0.10
H 0.76405 1.09947 -4.77205 -0.12 -0.05 -0.01
C 0.95897 -2.55883 4.53980 0.00 0.46 0.06
N 1.67934 -1.35289 4.94873 -0.08 -1.52 -0.17
C 1.24965 -0.08966 4.87723 0.23 1.53 0.39
O 1.98104 0.81293 5.26445 -0.42 0.04 -0.19
C -0.14150 0.21432 4.28776 0.01 -0.52 0.59
C -0.05167 0.43857 2.77145 -0.07 0.21 -0.08
C -1.13447 1.47752 2.48994 0.30 -0.04 0.39
C -1.09935 2.33622 3.74960 -0.34 0.48 -0.27
N -0.77414 1.42144 4.83201 0.46 -0.60 -0.91
C -1.15717 1.63507 6.10711 -0.64 0.37 1.18
C -0.85965 0.58615 7.16670 0.11 0.12 -0.43
O -1.76838 2.64052 6.45279 0.22 -0.01 -0.56
H 1.58035 -3.43754 4.72169 -0.05 0.20 -0.02
H 0.03630 -2.66035 5.11506 0.01 -0.14 -0.08
H 0.72020 -2.51225 3.47544 -0.05 -0.15 0.04
H 2.60403 -1.45979 5.33988 -0.11 0.14 -0.07
H -0.81261 -0.62257 4.47288 -0.01 -0.29 0.08
H 0.92149 0.86045 2.51198 0.05 -0.15 0.02
H -0.22533 -0.48268 2.21397 0.23 -0.01 0.04
H -0.90926 2.06466 1.59941 -0.28 -0.14 0.00
H -2.10572 0.98796 2.40013 -0.01 0.12 -0.16
H -0.31489 3.08999 3.66866 -0.08 0.21 0.02
H -2.06711 2.81634 3.90358 0.24 0.10 0.31
H -1.41417 0.83780 8.06965 0.03 0.07 -0.20
H -1.16695 -0.39738 6.82107 0.14 -0.27 0.03
H 0.20575 0.59945 7.38929 0.09 -0.19 -0.01
```
Positions in Å, forces in eV/Å.

The LUMO energy comes out at -1.019 eV. Its energy above the lowest of the compared OMol25 structures with the same formula, charge and spin is 15.2 kJ/mol. As for the molecular weight: 455.4 g/mol. As for the frontier orbital gap: 7.95 eV.



Entry 4:
Formula: C16H8Cl5N3OZn
Source: the Open Molecules 2025 dataset
Level of theory: ωB97M-V with the def2-TZVPD basis set

Geometry as XYZ:
```
34
Properties=species:S:1:pos:R:3:forces:R:3
Zn 1.21300 -0.19927 -0.66244 0.52 0.21 0.52
Cl -0.27684 -0.25537 2.12477 -0.27 0.01 -0.01
C 1.44825 -0.18480 2.25679 0.34 -0.03 -0.15
C 2.19130 -0.18507 1.07990 0.16 0.03 0.01
C 3.57372 -0.15132 1.22520 -0.31 0.02 0.31
Cl 4.55699 -0.15786 -0.19730 0.18 0.01 -0.21
C 4.19831 -0.11053 2.47066 -0.01 0.00 -0.05
Cl 5.91369 -0.06545 2.59712 0.05 0.00 0.02
C 3.41659 -0.10474 3.62361 0.00 0.00 -0.05
Cl 4.16525 -0.04634 5.16897 0.02 0.00 0.06
C 2.02812 -0.14761 3.52099 0.03 0.00 -0.04
Cl 1.05956 -0.15690 4.94060 -0.04 0.01 0.07
O -0.01655 -1.50214 -1.26661 -0.42 -0.35 -0.01
C -1.30729 -1.41580 -1.08581 -0.01 0.11 -0.17
C -2.05345 -2.61533 -1.02428 0.04 -0.04 -0.01
C -3.41923 -2.62368 -0.89046 0.10 0.09 -0.01
C -4.12232 -1.41866 -0.81521 -0.20 0.01 0.02
C -3.42644 -0.23560 -0.85673 0.17 0.06 -0.04
C -2.02669 -0.19112 -0.98220 -0.11 -0.32 0.12
C -1.35225 1.09749 -0.95089 0.18 0.26 -0.12
N -0.04560 1.33843 -1.04505 -0.34 0.04 0.15
C 0.14066 2.69659 -0.91922 0.00 -0.02 -0.07
C -1.06167 3.29874 -0.76569 0.12 0.09 -0.02
N -1.99016 2.28463 -0.79114 -0.01 -0.10 0.00
H -1.48557 -3.53516 -1.08206 -0.02 0.00 -0.01
H -3.95119 -3.56522 -0.84120 0.00 -0.01 -0.01
H -5.19959 -1.41509 -0.71675 0.02 0.01 -0.01
H -3.98563 0.69133 -0.80018 -0.06 -0.04 0.03
H 1.12648 3.12691 -0.96472 -0.04 0.05 0.05
H -1.33532 4.33191 -0.64894 -0.02 -0.03 0.00
H -2.97793 2.39964 -0.66498 -0.04 -0.01 -0.01
N 1.67389 -0.32351 -3.73926 0.27 0.06 -0.10
C 2.07255 -0.14560 -2.67089 -0.37 -0.13 -0.30
H 1.25535 -0.51349 -4.62656 0.07 0.00 0.00
```
Positions in Å, forces in eV/Å.

The LUMO energy comes out at 0.262 eV. Its energy above the lowest of the compared OMol25 structures with the same formula, charge and spin is 9.9 kJ/mol. As for the molecular weight: 500.9 g/mol. As for the frontier orbital gap: 8.00 eV.



The records above give, respectively, E values of -173411.7261; -20429.1684; -53037.9902; -134270.3771 eV.